[1]
Below is one molecule with the formula C4H7N3, with properties calculated with wB97M-V/def2-TZVPD.

Results
HOMO-LUMO gap in Ha: 0.28151
2S+1: 1
LUMO level in eV: 0.6
ΔE to the lowest compared entry with this formula, charge and spin in kJ/mol: 419.9

Element x y z (Å)
H: -1.0644 -0.3757 1.7361
H: -1.8867 0.5186 -1.3360
H: -0.3068 -0.8120 -2.4465
C: 0.0843 -0.0870 -0.6222
N: 0.1380 0.0138 -2.0516
C: -0.8497 0.8475 -1.3460
N: -0.2453 -0.8975 1.3752
H: 1.3845 0.1916 2.4513
H: -0.1660 -1.7437 1.9395
N: -0.3999 -1.2696 -0.0060
C: 1.1550 0.4843 0.2678
H: -0.6968 1.9225 -1.4194
C: 0.9415 0.0045 1.4819
H: 1.9121 1.2026 -0.0240

***

[2]
Below is C45H37Cl2F6KN7O4PS2 as an isolated structure, with properties calculated with wB97M-V/def2-TZVPD.

Results
HOMO-LUMO gap (spin up / spin down) in Ha: 0.22697 / 0.24923
Net charge: -1
Expectation value of S²: 0.77
2S+1: 2
LUMO level (spin up / spin down) in eV: 1.7 / 1.2

Element x y z (Å)
N: -2.3983 -1.0320 -1.5191
H: 4.0803 -4.0649 4.6234
C: -4.3821 -2.4073 -2.8780
C: 0.0273 5.4645 2.5735
H: 4.7871 -1.7238 4.9821
C: 1.1651 4.7007 2.3840
C: 4.3031 2.1218 -0.2465
H: -0.0010 0.2677 -5.5472
C: 3.2122 -0.8985 3.7825
H: 1.7213 1.7467 -6.5636
C: -2.3140 3.1673 6.1336
C: 1.6593 -2.4834 2.8857
Cl: 6.6076 0.0737 -2.8040
C: 1.2440 -2.8795 -1.3904
C: 5.3369 0.5035 -1.7025
O: -2.8103 0.4731 1.9696
C: -2.4401 1.5445 4.3813
H: -0.5825 0.9277 3.5039
H: 3.0717 3.2328 -5.1212
C: -3.3617 -1.6627 -0.8606
H: 4.2971 3.1018 0.2086
H: -4.0936 -2.4783 3.1515
C: -1.2608 3.5819 1.9068
C: 0.6069 0.9201 -4.9344
H: -4.1584 2.3328 5.3953
F: -3.5637 4.4286 -2.1596
C: 1.5694 1.7423 -5.4911
N: 2.2050 1.5763 0.8125
C: 0.3941 -3.5628 -3.5111
H: -3.2443 -1.1750 5.0762
H: 2.0837 -4.5608 3.2564
O: 3.2266 -3.0211 -0.1214
C: 2.3634 -2.2801 -0.5697
F: -1.6965 4.2547 -0.8444
H: 2.1523 5.0837 2.6013
H: -2.5716 -3.8493 4.5495
O: 3.1595 2.6818 2.5757
N: -0.5307 0.1087 -2.8852
N: 2.2720 -0.9454 -0.3730
H: -0.3409 3.8221 6.6521
H: 0.1074 6.4926 2.9060
H: 0.9705 1.7668 -1.6793
C: 2.0756 -1.1716 3.0328
C: -0.7208 -3.3497 3.6224
F: -1.8818 1.9724 -0.8338
N: -1.4896 -0.2608 -3.5708
N: -0.1711 2.8526 1.6773
H: -1.6947 -0.9081 4.2263
H: -0.2572 -4.3222 3.7995
N: 0.1797 -3.3509 -0.7490
F: -1.8090 3.1088 -2.8209
C: -3.0779 2.3465 5.3123
O: -0.4488 -1.3819 1.8271
C: 3.2604 -0.0930 -0.5608
C: 3.2292 1.2257 0.0532
H: -5.1273 -2.8936 -0.9123
C: 2.2547 2.5440 1.7518
C: -2.7621 -1.0719 4.1011
P: -2.7372 3.2089 -1.5061
H: -3.3765 -1.6747 -4.6499
H: -1.6320 -4.2980 -0.9140
C: -0.9318 3.1771 6.0142
C: -4.3700 -2.3811 -1.4900
C: 1.1725 1.7588 -2.7434
H: 2.6791 3.2783 -2.6785
C: 4.3555 -0.3947 -1.4332
H: -3.3283 -1.5695 0.2202
H: -5.1626 -2.9335 -3.4127
H: -2.7250 -1.9474 2.1730
H: -2.1261 5.4566 2.4791
C: -2.4235 -1.0500 -2.8412
C: 0.4166 0.9254 -3.5556
C: -1.0571 1.5484 4.2556
H: 4.3892 -1.3743 -1.8898
F: -3.7594 2.1287 -2.1404
H: -2.7989 3.8036 6.8632
H: -2.2085 3.0947 1.7104
C: -3.0239 -2.2514 3.1730
H: 3.5435 0.1269 3.8909
Cl: 6.5660 2.9391 -1.4259
C: 2.1153 2.6015 -3.3086
H: -1.5402 -4.5076 -3.3958
C: -0.7812 -3.9208 -1.4732
H: 1.5227 -0.3768 2.5471
C: 5.3121 1.7857 -1.0923
S: 0.0739 -2.7597 2.0632
H: -0.4105 -2.6694 4.4150
C: -0.7274 -4.0464 -2.8516
K: -0.9430 0.4468 0.4086
C: 3.5140 -3.2538 4.1835
C: -0.3006 2.3669 5.0762
C: 3.9148 -1.9362 4.3772
C: 1.3973 -2.9715 -2.7711
S: -3.4141 0.4573 3.3285
C: 1.0169 3.3974 1.9203
H: -2.4913 -4.3039 2.8498
C: 2.3880 -3.5343 3.4262
C: -2.2418 -3.5127 3.5617
H: 0.4818 -3.6493 -4.5870
C: 2.3257 2.5838 -4.6795
C: -1.2121 4.8951 2.3437
H: 2.2912 -2.5878 -3.2474
F: -3.6556 3.2752 -0.1688
H: 0.7784 2.3744 4.9805
C: -3.3983 -1.7200 -3.5697

***

Number 1: F_max 0.4 eV/A. Number 2: F_max 2.0 eV/A.